C3H5N3S | ωB97M-V/def2-TZVPD

Values from the calculation:
E   -679.74160 a.u.
ΔE to the lowest compared entry with this formula, charge and spin   114.5 kJ/mol
Structure (SMILES)   Nn1cc[nH]c1=S

Each line ends with the Löwdin charge.
CARTESIAN COORDINATES (ANGSTROEM)
1 N -0.639255 0.209805 1.420151  0.05
2 N 0.155367 0.017368 -0.584567  -0.21
3 H 0.148677 -1.973882 -0.891172  0.11
4 C -0.482589 -1.092747 1.149513  -0.13
5 H -0.770296 0.587144 2.331465  0.14
6 H 1.682382 0.357913 -1.769562  0.10
7 H -0.729092 -1.837025 1.955229  0.13
8 N 0.674591 0.223513 -1.869538  0.09
9 C -0.010512 -1.258397 -0.115140  -0.05
10 C -0.188676 0.977086 0.356969  -0.81
11 S -0.094339 2.641359 0.115496  0.50
12 H 0.253741 1.147862 -2.098844  0.07

Force components x, y, z for each atom (eV/Å):
N 0.8834 1.9991 -1.2741
N 0.0033 0.7674 0.8270
H -0.0093 -0.9898 0.5123
C -0.2361 -3.8411 0.9751
H -0.2280 0.3426 0.3301
H -0.1960 0.2179 -0.0445
H 0.2957 0.8023 -1.3241
N -0.7662 1.3155 0.3350
C -0.4943 0.9504 0.5092
C 0.1183 -0.3107 -0.8409
S -0.0623 -0.6515 0.3078
H 0.6916 -0.6021 -0.3130

***

C2HO2S2 | ωB97M-V/def2-TZVPD

Values from the calculation:
Net charge   -1
E   -1023.72445 a.u.
ΔE to the lowest compared entry with this formula, charge and spin   2.2 kJ/mol
Structure (SMILES)   O=C([S-])C(=O)S

Each line ends with the Löwdin charge.
CARTESIAN COORDINATES (ANGSTROEM)
1 O -1.194173 -0.775519 1.380728  -0.08
2 C -0.968153 -0.477923 0.233892  -1.09
3 C 0.085633 0.736878 -0.008240  -0.65
4 H 1.978621 -0.699428 0.081659  -0.18
5 O -0.388972 1.832385 0.002272  -0.02
6 S -1.518870 -1.138563 -1.191660  0.47
7 S 2.005912 0.522170 -0.498652  0.56

Force components x, y, z for each atom (eV/Å):
O -0.0799 0.2498 0.9534
C 1.6762 -0.2646 -0.2248
C -0.7888 0.5445 -0.4497
H 0.2317 0.2139 -0.2905
O 0.9528 -0.1878 -0.0126
S -0.2457 -0.0695 -0.8379
S -1.7462 -0.4862 0.8621